DFT (ωB97M-V with the def2-TZVPD basis set) results for a molecular structure, C16H39F3N3O5Ti.

Structure (XYZ):
```
67
Properties=species:S:1:pos:R:3:forces:R:3:nbo_charge:R:1
Ti -0.4644 -0.0082 -0.0396 -0.83 -0.32 -1.26 0.71
C -1.6639 -1.2808 -3.2747 0.35 -2.58 2.76 0.32
O -0.4510 -1.0746 -4.0753 -1.48 2.11 0.05 -0.54
O -1.3345 -1.4588 -1.8841 -1.15 1.87 -2.55 -0.95
C -3.0016 -0.4331 -3.6839 2.68 0.69 1.98 0.92
F -2.9038 -0.1700 -4.9539 -0.67 0.09 -1.93 -0.32
F -4.2549 -0.8565 -3.4162 0.94 -0.68 -0.05 -0.32
F -2.9105 0.7650 -3.0410 -0.29 0.75 0.07 -0.36
C -0.1580 0.2245 -4.6416 0.08 -0.64 -0.09 -0.08
C 1.3076 0.1837 -4.8831 1.65 -0.69 -0.14 -0.61
H 1.6154 -0.5870 -5.5897 -0.38 0.08 -0.48 0.21
H 1.7831 1.1164 -5.1866 -0.24 0.16 -0.02 0.20
H 1.8162 -0.1983 -3.9979 -0.17 0.31 0.18 0.19
H -0.3637 1.1121 -4.0434 -0.45 -0.31 0.67 0.17
H -0.6848 0.3633 -5.5857 -0.15 -0.08 -0.05 0.17
H -1.9449 -2.2414 -3.7063 -0.23 -0.56 0.24 0.13
C -3.6485 -0.9474 1.1298 -0.32 -1.91 2.12 -0.61
C -3.7533 0.4815 0.9386 -0.92 1.91 -1.91 -0.06
C -3.4324 1.4421 2.1074 0.29 -1.72 -0.73 -0.05
O -2.1988 1.1035 2.6585 1.29 -0.14 -0.37 -0.52
C -2.0381 1.6561 3.9036 -0.80 0.29 2.19 -0.26
N -3.0096 0.8209 -0.2652 1.24 2.09 -0.58 -0.88
H -2.6362 -1.2230 1.4253 0.14 -0.20 -0.25 0.21
H -4.0214 -1.5699 0.3165 0.29 0.36 -0.25 0.23
H -4.2989 -1.1615 1.9779 -0.02 -0.50 0.33 0.20
H -4.7996 0.7096 0.7352 -0.52 0.02 0.08 0.17
H -4.1790 1.2418 2.8759 -0.47 0.45 0.05 0.17
H -3.3757 2.4820 1.7856 -0.57 0.19 -0.11 0.17
H -2.8379 1.3439 4.5751 -0.26 -1.03 0.30 0.16
H -2.2696 2.7116 4.0466 0.77 0.80 -1.01 0.17
H -1.1086 1.3959 4.4100 0.16 0.01 -0.56 0.20
H -3.4127 1.6753 -0.6224 0.38 1.10 0.44 0.35
H -3.1170 0.3701 -1.1626 -0.12 -1.89 0.66 0.41
C 0.0978 -1.9897 3.0554 -0.72 -0.84 -0.09 -0.60
C 1.4321 -1.9879 2.3517 -0.03 0.04 1.18 -0.10
C 2.1995 -3.2907 2.5455 0.04 -0.19 1.63 -0.07
O 3.5730 -3.2819 2.2561 1.27 0.36 -0.65 -0.54
C 4.4002 -2.2675 2.8441 0.79 -0.26 -1.68 -0.28
N 1.2786 -1.6305 0.9787 0.10 1.15 -1.36 -0.88
H -0.3999 -1.0203 3.0292 0.20 0.09 0.07 0.23
H 0.1591 -2.3865 4.0688 0.16 0.26 0.14 0.21
H -0.5808 -2.6634 2.5322 -0.16 -0.14 -0.12 0.21
H 1.9705 -1.1586 2.8105 0.48 -0.04 0.05 0.19
H 1.7054 -4.1008 2.0090 0.29 0.05 -0.54 0.19
H 2.2147 -3.6524 3.5736 -0.89 0.38 0.58 0.17
H 4.3921 -2.0677 3.9156 -0.94 0.02 -0.01 0.19
H 4.4065 -1.4107 2.1704 -0.90 0.89 0.63 0.17
H 5.4458 -2.5017 2.6444 0.05 -1.10 0.16 0.20
H 2.2069 -1.5035 0.6015 0.12 -0.05 -0.36 0.36
H 0.8085 -2.2953 0.3810 -0.13 -0.56 0.12 0.39
C 4.0585 1.2277 -0.7147 -0.53 0.03 0.84 -0.63
C 2.5508 1.0597 -0.4885 -0.56 2.44 -1.17 -0.07
C 1.7160 2.4110 -0.6367 1.55 -0.46 0.46 -0.05
O 0.4819 2.1977 -0.0022 -0.90 -0.01 -0.06 -0.59
C -0.4213 3.3132 0.0386 -0.85 -0.78 -0.02 -0.24
N 1.9930 0.1793 -1.5056 0.19 -1.13 0.75 -0.82
H 4.2374 1.5975 -1.7243 0.14 0.27 0.13 0.21
H 4.5544 0.2610 -0.6276 -0.04 -0.14 -0.06 0.21
H 4.4855 1.8544 0.0683 0.21 0.30 -0.27 0.21
H 2.2760 0.6946 0.5011 0.29 -0.23 0.02 0.21
H 1.6956 2.6755 -1.6939 -0.68 -0.25 -0.36 0.17
H 2.1429 3.2994 -0.1714 0.62 -0.11 0.36 0.17
H 0.0390 4.2810 0.2375 0.34 -0.19 0.10 0.18
H -1.1695 3.0536 0.7875 0.36 0.15 0.45 0.21
H -1.0561 3.3695 -0.8456 0.50 0.04 -0.59 0.19
H 2.5519 -0.6529 -1.3822 -0.38 -0.98 0.07 0.35
H 2.3047 0.3983 -2.4410 -0.21 0.97 -0.15 0.37
```
Forces are in eV/Å.

total energy = -63193.3116 eV
spin multiplicity = 4
ΔE to the lowest compared entry with this formula, charge and spin = 4.4898 eV
orbital gap (alpha / beta) = 4.103 / 7.792 eV
lowest unoccupied orbital energy (alpha / beta) = 0.3591 / 0.3094 eV
max |F| = 3.80 eV/A

***

DFT (ωB97M-V with the def2-TZVPD basis set) results for 3 unconnected molecules or ions with the total composition C16H39N2O6.

Structure (XYZ):
```
63
Properties=species:S:1:pos:R:3:forces:R:3:nbo_charge:R:1
C 0.0396 3.6449 -2.2646 1.49 -0.37 0.45 -0.65
C 1.1815 2.6540 -1.5835 -0.77 0.48 -0.27 -0.24
C 1.9088 1.7160 -2.7139 0.50 0.67 0.01 -0.64
C 0.4280 1.8363 -0.3788 1.48 0.14 1.21 -0.25
N 1.4370 1.3976 0.7013 -2.16 -1.86 -2.21 -0.72
N 1.7593 2.4886 1.4952 0.58 2.12 0.53 -0.75
H -0.1742 4.4861 -1.4493 0.19 -1.75 -2.01 0.21
H 0.5226 4.0906 -3.2470 -1.35 -0.63 1.82 0.19
H -0.9035 2.9858 -2.4814 1.63 1.48 0.27 0.20
H 2.0219 3.3459 -1.0951 -1.90 -1.63 -0.84 0.21
H 2.7588 2.3764 -3.2303 -1.83 -1.41 0.88 0.19
H 2.4715 0.8239 -2.2013 -1.29 1.59 -0.92 0.23
H 1.1765 1.3459 -3.5801 1.44 0.68 1.96 0.18
H -0.3730 2.5826 0.0978 1.20 -1.16 -0.93 0.12
H -0.1774 0.8797 -0.7481 1.39 1.92 0.46 0.16
H 1.0004 2.7395 2.1676 0.81 -0.30 0.12 0.27
H 2.6934 2.3984 1.9520 -1.48 -0.09 -0.41 0.33
C -1.1210 -4.9423 -7.6544 0.10 0.20 0.47 -0.25
O -0.5166 -4.1643 -6.6352 -0.13 0.05 -0.42 -0.54
C 0.6852 -3.5297 -7.0746 -0.33 0.13 0.58 -0.09
C 0.9332 -2.2432 -6.2845 -0.08 0.13 -0.37 -0.09
O 0.1185 -1.1451 -6.7194 -0.15 -0.47 0.16 -0.54
C -1.2699 -1.2140 -6.3629 0.26 0.41 0.28 -0.09
C -1.5195 -1.0064 -4.8667 0.07 -0.72 -0.12 -0.10
O -1.2521 -2.2099 -4.1448 0.16 0.16 -0.23 -0.56
C -0.9406 -1.9676 -2.7835 0.06 -0.07 -0.15 -0.25
H -0.4585 -5.7578 -7.9569 -0.01 -0.07 -0.18 0.16
H -2.0487 -5.3642 -7.2589 0.18 0.06 0.06 0.19
H -1.3713 -4.3153 -8.5157 0.06 -0.05 -0.15 0.16
H 0.6291 -3.2907 -8.1439 -0.02 0.02 0.04 0.17
H 1.5067 -4.2309 -6.9056 0.26 0.03 -0.10 0.17
H 1.9656 -1.9289 -6.4702 -0.13 0.02 -0.11 0.19
H 0.8432 -2.3979 -5.2084 -0.19 -0.19 -0.07 0.20
H -1.7232 -2.1332 -6.7313 0.00 -0.16 0.23 0.19
H -1.7472 -0.3875 -6.9019 0.18 0.00 0.10 0.18
H -2.5703 -0.7502 -4.6997 -0.09 0.25 -0.07 0.17
H -0.8855 -0.1910 -4.5008 -0.01 0.02 -0.04 0.19
H -0.0543 -1.3295 -2.7033 -0.11 0.11 0.14 0.19
H -0.7157 -2.9256 -2.3079 -0.11 0.08 -0.15 0.19
H -1.7898 -1.5054 -2.2736 0.07 0.11 0.14 0.17
C -0.0448 3.0459 8.6263 0.23 -0.33 -0.32 -0.25
O 0.2242 1.7977 8.0107 -0.38 0.17 0.16 -0.54
C -0.4951 0.7241 8.6188 0.38 0.04 -0.63 -0.09
C -0.7418 -0.3978 7.6079 -0.43 0.18 0.00 -0.09
O -1.8117 -0.1129 6.6954 0.41 0.12 0.28 -0.55
C -1.5319 0.8690 5.6869 0.03 -0.44 -0.36 -0.09
C -0.5491 0.3762 4.6214 0.37 0.58 0.37 -0.10
O 0.7929 0.4583 5.1046 -0.27 -0.31 0.29 -0.56
C 1.6649 -0.4383 4.4378 -0.01 0.32 -0.12 -0.26
H 0.2806 3.0357 9.6701 -0.08 0.11 0.14 0.16
H 0.5080 3.8201 8.0878 0.00 -0.20 0.04 0.20
H -1.1116 3.2813 8.5622 -0.07 0.03 0.14 0.16
H -1.4582 1.0747 9.0101 0.01 -0.02 -0.04 0.17
H 0.1137 0.3486 9.4456 -0.07 -0.18 0.22 0.17
H -1.0635 -1.2851 8.1631 -0.11 0.12 0.00 0.18
H 0.1673 -0.6769 7.0736 0.09 0.30 0.00 0.20
H -1.2147 1.8099 6.1345 0.27 -0.03 -0.03 0.19
H -2.4931 1.0600 5.1960 0.09 -0.17 0.07 0.18
H -0.6176 1.0122 3.7335 -0.17 -0.10 -0.16 0.20
H -0.7955 -0.6558 4.3474 -0.05 0.01 0.00 0.17
H 1.3264 -1.4708 4.5739 -0.04 -0.11 -0.09 0.15
H 2.6589 -0.3434 4.8821 -0.15 0.11 0.02 0.18
H 1.7235 -0.1940 3.3740 0.00 -0.10 -0.15 0.22
```
Forces are in eV/Å.

total energy = -32482.2352 eV
total charge = -1
orbital gap = 3.345 eV
lowest unoccupied orbital energy = 2.5145 eV
max |F| = 3.61 eV/A

***

DFT (ωB97M-V with the def2-TZVPD basis set) results for a molecular structure, C16H39O13PS2.

Structure (XYZ):
```
71
Properties=species:S:1:pos:R:3:forces:R:3:lowdin_charge:R:1
C 5.5970 2.6439 0.0146 -0.08 -1.65 1.04 -0.30
P 4.3106 3.0752 -1.3320 -0.09 0.27 -2.01 0.85
O 3.9911 1.6529 -2.3472 0.54 2.29 1.07 -0.35
O 2.7438 3.4085 -0.6060 0.22 -0.17 -0.55 -0.65
S 2.1652 4.9161 -1.2515 0.04 0.64 -3.61 0.97
O 1.8885 4.7769 -2.7859 0.25 -0.15 5.58 -0.47
O 0.7393 5.2176 -0.3674 0.39 -1.80 -2.35 -0.37
C -0.4672 4.7532 -1.0691 -2.32 -1.40 0.05 -0.23
C -0.5037 3.1391 -1.3855 -0.68 -0.59 -0.49 -0.20
C -0.5172 2.2157 -0.0156 1.23 2.15 -0.42 -0.22
S -1.1600 0.4968 -0.3965 -5.72 -3.11 -0.60 0.79
O -2.1377 0.0530 0.7197 4.64 1.60 -3.30 -0.36
O -1.9036 0.3603 -1.7477 3.57 1.21 3.82 -0.37
O 0.1843 -0.5661 -0.4268 -1.17 2.21 -0.69 -0.22
H 5.0788 2.1855 0.9873 1.41 0.92 -2.04 0.07
H 6.2496 3.5849 0.2930 -1.73 -1.71 -0.73 0.06
H 6.3401 1.8514 -0.4801 -1.76 1.61 1.10 0.07
H 4.0190 2.0362 -3.2728 -0.11 -0.56 1.57 0.05
H -0.7092 5.3140 -2.0676 0.96 -0.91 1.94 0.14
H -1.3796 4.9579 -0.3266 2.17 -0.26 -1.51 0.15
H 0.3524 2.7581 -2.0908 -1.57 1.04 1.39 0.12
H -1.5214 2.9419 -1.9773 2.19 0.46 1.36 0.14
H -1.2147 2.7931 0.7526 1.33 -1.94 -1.41 0.13
H 0.6067 2.1414 0.3799 -2.65 -0.07 -0.67 0.12
H 0.7025 -0.4030 -1.2723 -0.95 -0.14 1.09 0.10
C -1.0313 -0.8530 8.5607 -0.29 0.01 -0.30 -0.11
O -1.6554 -0.0366 7.5810 0.59 0.07 0.25 -0.20
C -1.3425 1.3480 7.7287 -0.36 -0.14 -0.61 -0.19
C -0.9738 1.9887 6.3850 0.10 0.11 0.16 -0.17
O 0.2642 1.5439 5.8182 -0.36 -0.27 0.03 -0.13
C 0.3036 0.1973 5.3272 0.03 0.05 -0.30 -0.17
C -0.5854 -0.0752 4.1045 -0.15 0.08 0.65 -0.18
O -1.9625 -0.0549 4.4689 0.36 0.50 -0.09 -0.20
C -2.7964 0.5558 3.5015 -0.41 -0.43 0.23 -0.12
H -1.5692 -0.7769 9.5097 0.15 -0.04 0.14 0.09
H -1.0676 -1.8893 8.2134 -0.12 0.14 0.01 0.09
H 0.0208 -0.5812 8.6967 -0.03 0.04 0.07 0.09
H -0.5297 1.5040 8.4417 0.10 -0.09 0.00 0.12
H -2.2427 1.8377 8.1207 0.13 0.23 -0.01 0.12
H -0.8436 3.0632 6.5613 0.16 -0.13 0.08 0.12
H -1.7850 1.9091 5.6610 -0.04 -0.29 0.13 0.11
H 0.1094 -0.5116 6.1305 -0.27 -0.03 -0.07 0.11
H 1.3437 0.0293 5.0222 -0.11 0.18 -0.04 0.12
H -0.3655 -1.0682 3.7062 0.30 -0.05 -0.11 0.13
H -0.3638 0.6730 3.3284 -0.11 -0.08 0.11 0.12
H -2.3298 1.4409 3.0608 0.08 -0.05 -0.09 0.07
H -3.7168 0.8766 3.9988 0.11 -0.11 0.08 0.09
H -3.0487 -0.1669 2.7211 0.01 0.31 0.00 0.07
C 0.8032 -5.4365 -6.7336 -0.31 -0.01 0.27 -0.11
O 0.3712 -4.9412 -5.4752 0.43 0.28 -0.39 -0.20
C 1.4190 -4.3191 -4.7322 -0.64 0.08 0.30 -0.19
C 0.9682 -2.9803 -4.1351 0.17 0.02 -0.05 -0.17
O 0.7282 -1.9389 -5.0888 -0.24 -0.36 0.06 -0.13
C -0.4198 -2.0889 -5.9347 -0.21 0.25 0.06 -0.17
C -1.7736 -2.0148 -5.2126 0.49 -0.37 0.05 -0.18
O -1.9827 -3.1763 -4.4148 0.28 0.39 0.12 -0.21
C -2.6032 -2.9063 -3.1713 0.00 -0.23 -0.04 -0.10
H 1.3418 -6.3788 -6.6005 0.13 -0.01 -0.16 0.09
H -0.0817 -5.6168 -7.3503 0.06 -0.03 0.18 0.09
H 1.4333 -4.7084 -7.2553 0.06 -0.05 0.03 0.09
H 2.3100 -4.1630 -5.3447 -0.02 0.03 -0.13 0.12
H 1.6791 -5.0031 -3.9147 0.18 0.18 0.09 0.13
H 1.7862 -2.6135 -3.5035 0.07 0.00 -0.22 0.12
H 0.1159 -3.1006 -3.4661 -0.11 -0.21 -0.21 0.11
H -0.3369 -2.9898 -6.5405 -0.15 -0.15 0.17 0.11
H -0.3749 -1.2481 -6.6376 0.04 0.01 0.23 0.13
H -2.5792 -1.9725 -5.9490 0.00 0.23 -0.23 0.12
H -1.8036 -1.0983 -4.6041 0.01 -0.19 -0.02 0.12
H -2.2242 -1.9867 -2.7172 -0.09 0.06 -0.04 0.06
H -2.3761 -3.7325 -2.4907 -0.08 0.01 -0.18 0.09
H -3.6865 -2.8439 -3.3039 -0.07 0.13 0.17 0.09
```
Forces are in eV/Å.

total energy = -74792.4563 eV
ΔE to the lowest compared entry with this formula, charge and spin = 5.1239 eV
orbital gap = 8.878 eV
lowest unoccupied orbital energy = -0.0020 eV
max |F| = 6.54 eV/A

***

Q: Which formula does entry 1 have?
A: C16H39F3N3O5Ti